Here is a structure of composition C29H44BrCuN3P2 at a distorted geometry from the Open Molecules 2025 dataset. Energies are from ωB97M-V/def2-TZVPD.

Properties
**E_HOMO (spin up / spin down)**: -0.4994 / -0.4991 Eh
**Frontier orbital gap (spin up / spin down)**: 8.174 / 5.413 eV
**E_LUMO (spin up / spin down)**: -5.4 / -8.2 eV
**2S+1**: 2
**Relative energy (zero: lowest compared OMol25 entry of this formula, charge and spin)**: 0.241 eV
**Charge**: +2
**E_tot**: -168500.266 eV

Last column: Mulliken spin population.
Geometry (Å):
C  3.03226  5.13675  -0.95430  0.000
C  1.90010  4.61708  -1.61430  0.000
C  1.95640  4.30709  -2.98446  0.000
C  3.12312  4.64605  -3.67143  0.000
N  4.16566  5.21098  -3.06692  0.000
C  4.14903  5.43759  -1.75124  0.000
C  0.70026  4.30314  -0.91387  -0.001
C  -0.29895  3.98952  -0.27609  0.001
C  -1.31463  3.32726  0.49951  -0.004
C  -0.89813  2.40480  1.47533  0.006
C  -1.75716  1.35310  1.78251  -0.003
C  -2.99058  1.20903  1.13595  -0.001
C  -3.56530  2.31704  0.48083  -0.004
C  -2.71759  3.42775  0.23456  0.004
Cu  -1.20967  -0.65611  1.43079  0.261
P  0.95819  -0.55986  0.23403  0.120
H  1.14052  3.79441  -3.49498  0.000
H  3.07930  5.27159  0.12349  0.000
H  3.20202  4.44528  -4.74113  0.000
H  5.04175  5.86626  -1.31396  0.000
H  -3.14372  4.31710  -0.24602  0.000
H  0.12747  2.39539  1.86698  0.001
H  -4.61155  2.30595  0.14801  0.000
H  -1.45108  0.70301  2.60710  0.012
C  1.83939  -2.19830  0.37734  0.042
C  3.14632  -2.43834  -0.37101  0.006
H  1.10631  -2.96054  0.07243  -0.004
H  2.01024  -2.33031  1.45849  -0.001
H  3.45679  -3.47824  -0.19379  0.001
H  3.06933  -2.30480  -1.45388  -0.001
H  3.96454  -1.80211  -0.01634  0.001
C  1.33539  0.00866  -1.51416  0.034
C  2.69573  0.60148  -1.89359  0.005
H  0.56170  0.76510  -1.71493  0.002
H  1.13186  -0.84628  -2.18094  -0.002
H  2.72849  0.74056  -2.98694  0.002
H  2.86870  1.58946  -1.44289  0.000
H  3.54043  -0.04933  -1.63718  -0.001
C  2.00566  0.58381  1.21620  0.053
C  3.50171  0.35430  1.32853  0.015
H  1.59154  0.59068  2.23144  0.005
H  1.81504  1.58569  0.79605  0.002
H  3.90936  1.12465  2.00181  0.002
H  3.76378  -0.61558  1.75809  0.001
H  4.02772  0.46826  0.37592  0.000
Br  -3.84148  -0.57206  1.41165  0.026
P  -1.80671  -1.87315  -1.09877  0.249
C  -0.75925  -2.72504  -2.32659  0.026
C  -1.31079  -3.97731  -2.98143  0.020
H  0.18126  -2.97764  -1.82018  -0.004
H  -0.51909  -1.97478  -3.08505  0.000
H  -0.53122  -4.39978  -3.61848  0.003
H  -1.59829  -4.74395  -2.26149  -0.001
H  -2.17556  -3.77166  -3.61567  -0.003
C  -2.89417  -3.19590  -0.42514  0.039
C  -4.27496  -3.35729  -1.04898  0.021
H  -3.00848  -2.99879  0.65267  0.013
H  -2.30593  -4.11761  -0.52773  0.000
H  -4.88145  -3.97207  -0.36824  0.001
H  -4.80274  -2.40805  -1.19907  0.001
H  -4.23782  -3.88866  -2.01081  -0.001
C  -2.83016  -0.67947  -2.08181  0.026
C  -3.24612  -1.06332  -3.50231  0.023
H  -2.21740  0.23272  -2.12286  0.002
H  -3.70124  -0.42981  -1.45625  -0.003
H  -3.84271  -0.23352  -3.90466  0.002
H  -2.38913  -1.20790  -4.17484  0.000
H  -3.87555  -1.96322  -3.53853  -0.002
C  -0.10349  -0.14819  6.56934  0.000
N  -0.08447  -0.87860  5.30226  0.002
C  0.14986  -2.21982  5.08659  0.000
C  -0.14406  -2.45522  3.75926  0.001
N  -0.64690  -1.27613  3.21112  0.009
C  -0.51584  -0.33046  4.15827  -0.003
H  -0.96359  -0.48426  7.16664  0.000
H  0.83427  -0.31617  7.10888  0.000
H  -0.23054  0.92036  6.34571  0.000
H  0.48596  -2.86722  5.86999  0.000
H  0.04526  -3.35586  3.19294  0.000
H  -0.64516  0.75084  4.13254  0.002